Entry from the Open Molecules 2025 dataset: 2 unconnected molecules or ions with the total composition C3H2INO2 (wB97M-V/def2-TZVPD).

Structure (ORCA input):
```
! wB97M-V def2-TZVPD RIJCOSX def2/J DEFGRID3
* xyz 0 1
O 1.23477 2.16737 0.17478
N 1.80479 1.14675 -0.04600
C 2.09081 0.08799 -0.39240
I 3.40424 -1.38795 -0.14961
C -2.06065 -0.25498 1.16200
C -1.82002 -0.50563 0.00835
O -1.51168 -0.57831 -1.24227
H -2.56251 0.06171 1.99300
H -0.57974 -0.73694 -1.50784
*
```

## Properties
**HOMO-LUMO gap**: 8.6 eV
**E**: -618.224999 Eh
**Largest force on an atom**: 2.68 eV/A
**Relative energy (zero: lowest compared OMol25 entry of this formula, charge and spin)**: 532.5 kJ/mol
**Highest occupied orbital energy**: -9.40 eV
**SMILES string**: [O-][N+]#CI.C#CO